[1]
{"formula": "C38H56BN11S2SbScSi3", "method": "ωB97M-V/def2-TZVPD", "multiplicity": 1, "total_charge": 0, "e_lumo_ev": -0.8, "homo_energy_ev": -6.5, "e_above_lowest_kj_mol": 264.6, "species": ["Sc", "C", "C", "N", "N", "C", "B", "N", "C", "C", "C", "N", "N", "C", "C", "C", "N", "H", "H", "H", "H", "H", "H", "H", "H", "H", "H", "C", "Sb", "C", "C", "C", "C", "C", "C", "N", "Si", "C", "C", "C", "C", "C", "C", "C", "C", "C", "N", "Si", "C", "C", "C", "Si", "C", "C", "C", "H", "H", "H", "H", "H", "H", "H", "H", "H", "H", "H", "H", "H", "H", "H", "H", "H", "H", "H", "H", "H", "H", "H", "H", "H", "H", "H", "H", "H", "H", "H", "H", "H", "H", "H", "H", "H", "H", "S", "C", "N", "C", "C", "C", "C", "N", "C", "S", "N", "C", "H", "H", "H", "H", "H", "H", "H", "H"], "xyz": [[0.01610, -0.80306, -2.12251], [-2.48373, 2.87054, -3.13826], [-1.92353, 1.54338, -3.09825], [-1.02632, 1.19979, -2.26708], [-0.53898, 2.08035, -1.38290], [-1.92951, 3.82410, -2.38546], [2.06695, 2.08505, -1.09385], [3.07569, 1.09290, -0.44244], [4.10218, 1.28273, 0.37524], [4.63989, 0.04700, 0.70888], [3.86782, -0.85480, -0.00755], [2.88448, -0.22063, -0.65943], [1.99367, 1.83416, -2.63023], [2.58041, 2.57970, -3.57972], [2.40803, 1.97466, -4.81127], [1.68117, 0.81913, -4.49509], [1.40879, 0.74758, -3.19845], [-3.37368, 3.05906, -3.73523], [-2.29534, 0.79139, -3.78554], [-2.34109, 4.82406, -2.30385], [2.43033, 3.25048, -0.94053], [4.41073, 2.26907, 0.64138], [5.53897, -0.11921, 1.25642], [3.97790, -1.93466, -0.04938], [3.05979, 3.49662, -3.30996], [2.82680, 2.29681, -5.75327], [1.29164, 0.06657, -5.16491], [-1.97058, -0.23746, 2.76128], [-0.01175, -0.26395, 1.77559], [-0.67446, -1.28521, -0.01230], [-2.19524, -1.14357, -0.14594], [-2.87277, 0.08353, -0.03031], [-4.23680, 0.09217, 0.01391], [-4.91781, -1.09372, -0.19337], [-4.18638, -2.25068, -0.38560], [-2.86449, -2.28042, -0.31143], [-0.25780, -3.06757, 0.45468], [1.60684, -3.23110, 0.64798], [-0.82083, -4.38261, -0.77062], [-1.02801, -3.55538, 2.13695], [-0.45124, 2.72824, 2.84089], [-0.05497, 2.76780, 1.49935], [-0.08597, 4.02670, 0.71993], [-0.32030, 4.36012, -0.54553], [-0.60787, 3.49959, -1.75557], [0.59733, 1.65930, -0.56034], [0.33785, 1.65342, 0.85025], [-2.14462, 3.40339, 3.09285], [-2.93145, 2.66785, 4.62305], [-3.23970, 3.12698, 1.60629], [-2.24289, 5.33136, 3.27357], [0.73870, 2.97763, 4.19411], [0.77688, 1.70725, 5.60333], [0.41178, 4.64600, 5.01813], [2.45613, 3.10054, 3.46892], [-2.53440, -1.08674, 2.36475], [-2.47455, 0.69178, 2.54760], [-1.78255, -0.27109, 3.81599], [-2.35805, 1.00014, 0.18213], [-4.71497, 1.04533, 0.12878], [-5.99166, -1.11152, -0.19752], [-4.67163, -3.19192, -0.63039], [2.14914, -3.02777, -0.28030], [1.76436, -4.25633, 0.91917], [2.02573, -2.56344, 1.39313], [-0.88659, -4.14444, -1.83322], [-1.81262, -4.67366, -0.44090], [-0.17075, -5.27265, -0.69608], [-0.42313, -3.12080, 2.96122], [-0.95559, -4.63277, 2.24334], [-2.03782, -3.23396, 2.27182], [0.14967, 4.90813, 1.33636], [-0.21093, 5.39486, -0.83036], [0.17549, 3.76450, -2.49197], [0.67957, 0.62130, -0.70372], [-2.94913, 1.58955, 4.55685], [-3.96170, 3.02765, 4.75132], [-2.41489, 2.95882, 5.51237], [-3.62679, 2.11636, 1.58405], [-2.73180, 3.27144, 0.66803], [-4.11545, 3.78425, 1.65895], [-1.79281, 5.77933, 4.17939], [-3.30009, 5.60349, 3.22504], [-1.79549, 5.81867, 2.41297], [-0.22064, 1.49460, 6.05308], [1.47954, 1.99690, 6.39144], [1.05586, 0.74307, 5.18734], [-0.52120, 4.66877, 5.54997], [0.45144, 5.46828, 4.32107], [1.20005, 4.76722, 5.75700], [2.81797, 2.11190, 3.17518], [3.12923, 3.43667, 4.25349], [2.52204, 3.72220, 2.56616], [-4.14445, -2.13268, -3.98794], [-2.63583, -1.80364, -3.61806], [-1.51015, -1.50708, -3.37855], [4.68728, -6.33752, -2.46585], [3.34428, -5.85260, -2.89381], [2.34435, -6.63195, -3.39381], [1.13472, -5.99138, -3.73518], [0.98262, -4.68164, -3.65155], [1.96790, -3.91091, -3.17251], [2.02762, -2.21212, -2.99151], [3.13299, -4.52189, -2.81907], [-0.02556, -6.78918, -4.24910], [4.75856, -7.42151, -2.63680], [4.78362, -6.11030, -1.38462], [5.48284, -5.85905, -3.04131], [2.45920, -7.69134, -3.45072], [3.86045, -3.90711, -2.48604], [0.28018, -7.81043, -4.50736], [-0.52115, -6.34088, -5.07843], [-0.71308, -6.82791, -3.41810]]}

---

[2]
{"formula": "C3H9F3N3O3P3", "method": "ωB97M-V/def2-TZVPD", "multiplicity": 1, "total_charge": 0, "e_lumo_ev": -0.2, "homo_energy_ev": -8.8, "e_above_lowest_kj_mol": 155.7, "species": ["C", "C", "C", "N", "N", "N", "O", "O", "O", "F", "F", "F", "P", "P", "P", "H", "H", "H", "H", "H", "H", "H", "H", "H"], "xyz": [[2.67903, -1.90983, 0.34889], [-3.19527, 0.79669, 2.05903], [-0.16110, 0.69061, -1.87829], [-0.25524, 0.06354, 2.00703], [1.57742, 1.48134, 0.77590], [-0.52262, 2.52533, 0.37440], [1.60340, -0.99602, 0.38724], [-2.67509, 1.01215, 0.77204], [-1.06046, 0.25879, -0.83480], [2.97026, 1.77195, 0.59846], [-1.53876, 3.54522, 0.55187], [1.63951, 3.87444, 0.11500], [1.31998, 0.00042, 1.75085], [0.92246, 2.94506, 1.27580], [-1.12053, 0.91105, 0.55556], [2.62647, -2.45069, -0.57866], [2.35533, -2.59616, 1.17506], [3.60755, -1.32262, 0.36088], [-4.18750, 0.97670, 2.04285], [-2.67515, 1.27793, 2.94830], [-2.93760, -0.21171, 2.36200], [0.48219, -0.17169, -1.94744], [0.30402, 1.57729, -1.51088], [-0.91275, 0.85254, -2.77287]]}

---

[3]
{"formula": "C15H60N24O15", "method": "ωB97M-V/def2-TZVPD", "s2": 0.754, "multiplicity": 2, "total_charge": 1, "e_lumo_ev": [-2.6, -8.0], "homo_energy_ev": [-10.6, -10.6], "species": ["C", "O", "H", "H", "H", "H", "C", "O", "H", "H", "H", "H", "C", "O", "H", "H", "H", "H", "C", "O", "N", "N", "H", "H", "H", "H", "C", "O", "N", "N", "H", "H", "H", "H", "C", "O", "N", "N", "H", "H", "H", "H", "C", "O", "N", "N", "H", "H", "H", "H", "C", "O", "N", "N", "H", "H", "H", "H", "C", "O", "N", "N", "H", "H", "H", "H", "C", "O", "N", "N", "H", "H", "H", "H", "C", "O", "N", "N", "H", "H", "H", "H", "C", "O", "N", "N", "H", "H", "H", "H", "C", "O", "N", "N", "H", "H", "H", "H", "C", "O", "N", "N", "H", "H", "H", "H", "C", "O", "N", "N", "H", "H", "H", "H"], "xyz": [[-2.15009, -3.80524, 0.57836], [-1.30726, -4.60148, 1.45861], [-3.19541, -3.68115, 0.86124], [-1.70747, -2.82828, 0.38409], [-2.15139, -4.35140, -0.36494], [-0.51577, -4.87528, 0.98938], [-2.52786, -0.49181, -4.16620], [-3.63824, -1.35302, -3.98159], [-1.64658, -1.13259, -4.19506], [-2.53854, 0.22589, -4.98650], [-2.39422, 0.06447, -3.23841], [-3.59421, -2.12511, -4.55038], [2.30256, -3.96219, -2.84366], [1.37316, -3.69810, -3.87778], [2.12001, -4.96896, -2.46791], [3.31125, -3.88803, -3.25004], [2.35085, -3.32897, -1.95777], [1.83701, -2.98379, -4.32072], [-3.91208, 3.38094, 0.97227], [-3.56664, 2.64669, 0.09847], [-4.92182, 4.19330, 0.93301], [-3.24754, 3.74346, 2.01127], [-5.16253, 4.69494, 1.77593], [-5.63828, 4.07016, 0.23186], [-2.35484, 3.27825, 2.09346], [-3.58147, 4.46190, 2.63772], [2.66814, -3.97626, 0.93271], [1.82007, -4.84388, 0.66633], [2.57256, -2.69656, 0.77145], [3.70830, -4.12066, 1.58448], [1.66448, -2.30534, 0.56545], [3.45431, -2.21604, 0.66321], [4.40009, -3.41498, 1.79318], [3.79470, -5.06214, 1.93979], [-5.61998, 1.19658, -2.73087], [-6.21631, 2.18304, -2.38923], [-4.57216, 0.69794, -2.09470], [-5.81529, 0.45906, -3.81267], [-4.02427, 1.21010, -1.41822], [-4.08089, -0.07996, -2.51139], [-6.64647, 0.68741, -4.33907], [-5.42841, -0.47242, -3.86518], [-2.35782, 3.70919, -2.96345], [-1.98627, 3.89217, -4.09836], [-1.88378, 2.75636, -2.20746], [-3.35281, 4.30450, -2.32393], [-2.27570, 2.72942, -1.27699], [-1.09171, 2.24064, -2.56347], [-3.62992, 4.05906, -1.38422], [-3.88535, 5.05898, -2.73291], [-0.61916, 1.97544, 3.50061], [-0.64578, 2.60743, 2.46361], [-0.68927, 2.39877, 4.72208], [-0.27966, 0.72689, 3.60353], [-0.96432, 3.34512, 4.94316], [-0.74223, 1.72338, 5.47117], [0.08866, 0.23251, 2.80351], [-0.42645, 0.32642, 4.51905], [2.53875, -2.03770, 4.35846], [3.12120, -0.97281, 4.44459], [1.57710, -2.16792, 3.58976], [2.88735, -3.10666, 5.03672], [1.32429, -3.14519, 3.55641], [1.63254, -1.62982, 2.73684], [2.34217, -3.95506, 4.98106], [3.77659, -3.21207, 5.50389], [3.72730, 0.82967, 1.31568], [3.77192, 1.57544, 0.35881], [4.57426, -0.06251, 1.64830], [2.75160, 0.67166, 2.18813], [5.44881, -0.07704, 1.14327], [4.46447, -0.75150, 2.37861], [2.99449, 0.10806, 2.99028], [2.02741, 1.37271, 2.25275], [3.50407, -0.91292, -2.90695], [3.02524, -1.40242, -3.88652], [3.12389, 0.30578, -2.42145], [4.44993, -1.40572, -2.19201], [3.41012, 0.74964, -1.56054], [2.26726, 0.59575, -2.87111], [4.92950, -2.22012, -2.54820], [4.79903, -0.88107, -1.40272], [2.78956, 4.36569, 2.47382], [2.22899, 4.86924, 3.48317], [3.98326, 4.58501, 2.14422], [2.13333, 3.66603, 1.63328], [4.68222, 4.94523, 2.77809], [4.04470, 4.43709, 1.14700], [1.14098, 3.48537, 1.58120], [2.73025, 3.03778, 1.11453], [-0.21010, -0.25795, 0.19710], [0.29954, -0.73263, 1.21932], [-0.90842, 0.87172, 0.14251], [-0.09078, -0.73672, -0.97978], [-0.85880, 1.38819, 1.00905], [-1.16199, 1.19417, -0.78044], [-0.30177, -0.33370, -1.88153], [0.45661, -1.58437, -1.02404], [0.48223, 1.24397, -4.53907], [0.45725, 1.49978, -3.37048], [-0.12200, 1.94443, -5.47624], [1.24599, 0.36141, -5.18232], [0.13802, 1.99772, -6.45074], [-0.72785, 2.71134, -5.22153], [1.17875, 0.36097, -6.19008], [1.73635, -0.37360, -4.69304], [-1.87578, -2.06516, 4.10266], [-1.95671, -1.29807, 5.02502], [-2.08525, -1.69204, 2.88592], [-1.61051, -3.35180, 4.08889], [-1.89457, -2.39866, 2.18992], [-2.13234, -0.70491, 2.67745], [-1.32663, -3.86620, 4.91042], [-1.41337, -3.85442, 3.23531]]}

---

[4]
{"formula": "C26H52O12S", "method": "ωB97M-V/def2-TZVPD", "multiplicity": 1, "total_charge": 0, "e_lumo_ev": 0.5, "homo_energy_ev": -8.0, "e_above_lowest_kj_mol": 1391.2, "species": ["O", "S", "O", "O", "C", "C", "C", "C", "C", "C", "C", "C", "H", "H", "H", "H", "H", "H", "H", "H", "H", "H", "C", "O", "C", "C", "O", "C", "C", "O", "C", "H", "H", "H", "H", "H", "H", "H", "H", "H", "H", "H", "H", "H", "H", "C", "O", "C", "C", "O", "C", "C", "O", "C", "H", "H", "H", "H", "H", "H", "H", "H", "H", "H", "H", "H", "H", "H", "C", "O", "C", "C", "O", "C", "C", "O", "C", "H", "H", "H", "H", "H", "H", "H", "H", "H", "H", "H", "H", "H", "H"], "xyz": [[-3.39401, 3.80419, -2.79409], [-2.14715, 4.45686, -2.12381], [-2.12069, 6.05808, -2.79372], [-0.68992, 3.73640, -2.63738], [-0.00254, 3.02111, -1.55101], [0.24695, 1.47280, -2.10261], [-0.82188, 1.23347, -3.36587], [-0.33325, 1.50592, -4.94065], [-1.44176, 1.29499, -6.14018], [-2.94769, 0.79186, -5.70286], [-3.43267, 0.51080, -4.16029], [-2.33100, 0.72907, -2.96029], [-3.04811, 6.45230, -2.77114], [1.08463, 3.50020, -1.43496], [-0.53302, 3.06842, -0.50909], [-0.02025, 0.65289, -1.31080], [1.35747, 1.32805, -2.49014], [0.77614, 1.85257, -5.08430], [-1.12905, 1.49724, -7.27034], [-3.73692, 0.61258, -6.55584], [-4.51601, 0.16226, -3.83464], [-2.55941, 0.53449, -1.81155], [7.40353, 0.61512, -0.18930], [6.19705, -0.12760, -0.11672], [5.04350, 0.70450, -0.25290], [3.81263, -0.14220, -0.58719], [3.72800, -0.47771, -1.97848], [4.64648, -1.48187, -2.42985], [4.26107, -2.89017, -1.97003], [4.69724, -3.11152, -0.62757], [4.03319, -4.20866, -0.02218], [7.44080, 1.36643, 0.60469], [8.24052, -0.07658, -0.06366], [7.49571, 1.09295, -1.16937], [5.20397, 1.44672, -1.04268], [4.88841, 1.21580, 0.70287], [2.92251, 0.46025, -0.38101], [3.74440, -1.03431, 0.03854], [5.67386, -1.22720, -2.16049], [4.58738, -1.45577, -3.52399], [4.75619, -3.63166, -2.60560], [3.17569, -3.01539, -2.04102], [2.95907, -4.00931, 0.04877], [4.42937, -4.33567, 0.98869], [4.21181, -5.12940, -0.58855], [5.75783, -6.33754, 4.61247], [4.55135, -7.08025, 4.68505], [3.39780, -6.24816, 4.54887], [2.16693, -7.09485, 4.21458], [2.08230, -7.43037, 2.82329], [3.00078, -8.43453, 2.37192], [2.61537, -9.84282, 2.83174], [3.05154, -10.06417, 4.17419], [2.38749, -11.16132, 4.77959], [5.79510, -5.58622, 5.40646], [6.59482, -7.02923, 4.73811], [5.85001, -5.85971, 3.63240], [3.55827, -5.50593, 3.75909], [3.24271, -5.73685, 5.50464], [1.27681, -6.49241, 4.42076], [2.09870, -7.98697, 4.84031], [4.02816, -8.17985, 2.64128], [2.94168, -8.40842, 1.27778], [3.11049, -10.58432, 2.19617], [1.52999, -9.96804, 2.76075], [1.31337, -10.96197, 4.85054], [2.78367, -11.28832, 5.79046], [2.56611, -12.08206, 4.21322], [-9.81227, 8.18762, -0.73472], [-8.64932, 7.48511, -0.32665], [-8.09068, 6.70681, -1.38673], [-6.64973, 6.31076, -1.05435], [-5.70676, 7.35459, -1.33126], [-5.70834, 8.45101, -0.40740], [-5.06533, 8.09755, 0.93606], [-6.00045, 7.40976, 1.76906], [-5.36434, 6.71611, 2.82991], [-10.58272, 7.49029, -1.07594], [-10.19405, 8.74711, 0.12318], [-9.56569, 8.89963, -1.52819], [-8.10839, 7.27551, -2.32303], [-8.70308, 5.80558, -1.49509], [-6.36653, 5.48390, -1.71304], [-6.54824, 5.94932, -0.02911], [-6.71186, 8.86517, -0.28763], [-5.09672, 9.22770, -0.88069], [-4.77243, 9.01602, 1.45523], [-4.18004, 7.47586, 0.76711], [-4.70184, 5.94057, 2.43224], [-6.13508, 6.23494, 3.43768], [-4.79964, 7.41011, 3.46230]]}